DFT (the ωB97M-V functional and the def2-TZVPD basis) results for C26H31As2N3O4S6Tl as an isolated structure.

Computed properties:
DFT total energy, eV: -231512.06165
Energy above the lowest of the compared OMol25 structures with the same formula, charge and spin, kcal per mole: 2.7
Multiplicity: 1
Highest occupied orbital energy, hartree: -0.1903
F_max, eV Å⁻¹: 0.108
Charge: -1
Kohn-Sham gap, eV: 7.47

XYZ file:
```
73
Properties=species:S:1:pos:R:3:forces:R:3:lowdin_charge:R:1
Tl -0.136 -0.265 1.681 -0.025 -0.082 -0.067 0.40
C 2.571 5.128 -1.528 0.001 -0.002 0.003 -0.05
C 2.531 4.144 -0.389 -0.004 0.008 0.004 -0.29
C 3.470 3.121 -0.299 0.000 -0.004 0.005 -0.03
C 3.468 2.241 0.772 -0.004 0.000 0.004 -0.04
C 2.511 2.374 1.767 -0.002 0.011 0.002 -0.26
C 1.544 3.366 1.680 0.002 0.006 0.008 -0.06
C 1.562 4.244 0.606 0.013 -0.002 -0.010 -0.05
S 2.530 1.238 3.139 -0.002 -0.022 0.018 0.54
O 3.916 1.120 3.526 -0.002 0.012 -0.006 -0.30
O 1.581 1.758 4.103 -0.006 -0.003 0.006 -0.37
N 1.950 -0.147 2.633 0.001 0.054 0.007 -0.30
C 2.826 -1.005 1.849 0.001 0.007 -0.015 -0.20
C 2.500 -1.014 0.351 -0.011 -0.022 0.028 -0.66
O 3.365 -1.348 -0.448 0.026 -0.004 -0.024 0.03
O 1.288 -0.702 0.029 -0.009 0.006 0.007 -0.23
H 3.483 5.011 -2.112 0.001 0.001 -0.001 0.07
H 2.533 6.154 -1.158 -0.002 0.000 -0.001 0.08
H 1.724 4.992 -2.203 -0.002 0.000 -0.003 0.06
H 4.223 3.018 -1.071 0.002 -0.002 -0.001 0.11
H 4.218 1.464 0.843 0.008 -0.004 -0.012 0.12
H 0.807 3.461 2.467 -0.002 -0.007 -0.003 0.09
H 0.819 5.033 0.552 -0.002 0.000 0.000 0.12
H 2.701 -2.037 2.197 0.003 -0.001 0.002 0.12
H 3.876 -0.748 1.979 0.004 -0.007 0.009 0.11
S -1.415 1.582 2.832 -0.041 -0.005 0.007 0.03
S -3.181 0.531 3.052 0.031 0.034 0.005 -0.08
S -3.583 -0.145 1.162 0.018 -0.046 -0.023 -0.09
S -2.153 -1.591 0.847 -0.056 0.040 0.014 0.03
C -0.256 2.721 -2.457 0.007 0.000 0.000 -0.30
As -1.197 1.469 -1.264 0.003 0.013 0.044 1.15
C -2.476 2.813 -0.624 0.005 0.016 -0.013 -0.34
C -2.276 0.589 -2.659 0.009 -0.011 0.000 -0.41
C -3.420 1.226 -3.133 -0.003 0.001 -0.001 -0.12
C -4.217 0.657 -4.115 -0.002 0.004 0.000 -0.10
C -3.866 -0.575 -4.640 0.000 -0.004 0.000 -0.10
C -2.724 -1.216 -4.182 0.002 0.000 -0.002 -0.13
C -1.909 -0.657 -3.196 -0.004 0.007 0.009 -0.41
As -0.387 -1.720 -2.506 0.007 -0.007 -0.001 1.16
C -0.180 -2.928 -4.055 0.002 0.004 -0.004 -0.36
C 1.103 -0.563 -3.042 -0.010 0.002 -0.001 -0.33
H -0.964 3.175 -3.151 -0.002 -0.003 -0.001 0.03
H 0.531 2.216 -3.011 0.003 0.004 -0.001 0.01
H 0.189 3.492 -1.829 0.001 -0.007 0.005 -0.01
H -2.703 3.558 -1.388 0.002 0.001 -0.001 0.02
H -2.015 3.300 0.235 0.005 -0.002 -0.002 0.00
H -3.386 2.325 -0.281 0.004 0.002 -0.003 -0.01
H -3.707 2.187 -2.726 -0.003 -0.002 0.001 0.08
H -5.106 1.171 -4.460 -0.001 0.001 0.002 0.10
H -4.477 -1.042 -5.403 -0.001 -0.001 -0.001 0.10
H -2.473 -2.179 -4.605 -0.003 0.001 -0.001 0.07
H -0.204 -2.394 -5.006 0.003 -0.003 0.000 0.02
H -0.939 -3.710 -4.051 -0.003 -0.001 0.000 0.01
H 0.795 -3.404 -3.938 -0.001 0.000 0.001 0.01
H 0.955 -0.157 -4.044 0.003 0.001 0.000 0.03
H 2.004 -1.176 -3.003 0.000 0.002 -0.001 0.02
H 1.236 0.224 -2.306 -0.002 0.005 -0.002 -0.02
N 0.095 -0.755 5.177 -0.009 0.014 -0.008 0.13
C -0.223 -1.919 4.596 0.005 -0.005 0.019 -0.67
N -0.017 -2.212 3.345 0.027 0.016 0.010 0.02
C -0.381 -3.519 3.063 -0.012 -0.002 -0.010 -0.34
C -0.250 -4.135 1.823 0.000 -0.003 -0.010 -0.05
C -0.679 -5.443 1.680 -0.002 -0.001 0.004 -0.08
C -1.233 -6.140 2.754 0.003 0.000 0.001 -0.10
C -1.362 -5.539 3.996 0.003 0.001 0.000 -0.10
C -0.926 -4.230 4.136 0.004 -0.004 0.006 -0.47
S -0.933 -3.216 5.556 -0.002 0.007 -0.006 1.07
H 0.540 -0.011 4.644 0.002 -0.006 0.001 0.04
H -0.315 -0.510 6.059 0.010 -0.004 0.004 0.10
H 0.170 -3.587 0.987 0.003 0.005 0.001 0.11
H -0.589 -5.927 0.717 0.001 -0.002 -0.002 0.10
H -1.567 -7.161 2.618 0.001 -0.002 0.000 0.09
H -1.789 -6.077 4.832 0.001 -0.001 0.001 0.10
```
Positions in Å, forces in eV/Å.